C68H164F24N4O4P7 | ωB97M-V/def2-TZVPD

Calculated values
- HOMO-LUMO gap: 9.11 eV
- HOMO level: -13.10 eV
- LUMO energy: -4.0 eV
- Multiplicity: 1
- Charge: +3
- E_tot: -217558.5372 eV

Structure (XYZ):
```
271
Properties=species:S:1:pos:R:3:lowdin_charge:R:1
C 2.59 -14.19 -8.83 0.04
N 1.69 -13.65 -7.66 -0.31
C 0.18 -13.81 -8.18 0.04
C 1.74 -14.55 -6.47 0.00
C 1.99 -12.21 -7.37 -0.09
C 3.48 -11.81 -7.04 -0.22
O 4.21 -11.31 -8.10 -0.07
H 3.66 -14.18 -8.63 0.10
H 2.42 -13.69 -9.78 0.11
H 2.35 -15.25 -8.96 0.10
H -0.40 -13.40 -7.35 0.10
H -0.02 -14.87 -8.31 0.11
H -0.16 -13.18 -9.00 0.11
H 2.80 -14.68 -6.24 0.11
H 1.41 -15.58 -6.63 0.12
H 1.24 -14.09 -5.62 0.12
H 1.34 -11.83 -6.58 0.14
H 1.75 -11.58 -8.23 0.14
H 4.03 -12.73 -6.84 0.12
H 3.54 -10.91 -6.44 0.14
H 5.14 -11.23 -7.88 0.10
C -3.65 3.86 -10.05 0.07
N -4.38 2.88 -11.05 -0.34
C -5.84 2.75 -10.65 0.00
C -4.33 3.61 -12.46 0.05
C -3.87 1.47 -11.00 -0.07
C -3.46 0.86 -9.54 -0.18
O -4.50 0.77 -8.59 -0.08
H -2.59 3.68 -10.21 0.11
H -3.95 3.40 -9.11 0.10
H -4.01 4.86 -10.26 0.11
H -6.03 2.09 -9.81 0.10
H -6.35 2.43 -11.56 0.10
H -6.26 3.75 -10.57 0.10
H -4.79 2.98 -13.21 0.11
H -3.27 3.74 -12.67 0.11
H -4.83 4.57 -12.36 0.10
H -2.92 1.60 -11.52 0.13
H -4.44 0.85 -11.69 0.14
H -2.64 1.36 -9.03 0.12
H -3.15 -0.17 -9.71 0.12
H -4.30 0.23 -7.83 0.10
C 9.98 -7.97 -0.54 -0.02
N 9.91 -6.61 -1.26 -0.30
C 8.49 -6.68 -1.85 0.03
C 10.11 -5.61 -0.06 0.04
C 11.09 -6.57 -2.27 -0.05
C 11.48 -5.19 -2.86 -0.25
O 10.45 -4.48 -3.47 -0.05
H 9.07 -8.16 0.03 0.12
H 10.90 -8.05 0.04 0.11
H 10.24 -8.70 -1.31 0.11
H 7.65 -6.57 -1.15 0.12
H 8.51 -7.58 -2.46 0.11
H 8.47 -5.75 -2.43 0.09
H 9.37 -5.68 0.75 0.11
H 10.06 -4.59 -0.42 0.10
H 11.13 -5.78 0.27 0.11
H 10.82 -7.22 -3.10 0.14
H 11.95 -7.01 -1.76 0.14
H 12.14 -5.37 -3.71 0.13
H 12.06 -4.57 -2.18 0.12
H 10.82 -3.75 -3.96 0.11
C 3.55 -2.54 -3.63 -0.01
N 2.54 -2.13 -2.58 -0.31
C 3.02 -0.74 -2.20 0.01
C 1.22 -1.90 -3.46 0.04
C 2.33 -3.07 -1.41 -0.07
C 1.63 -4.40 -1.85 -0.21
O 2.49 -5.18 -2.66 -0.05
H 3.19 -3.32 -4.31 0.10
H 4.34 -2.92 -2.98 0.11
H 3.89 -1.73 -4.28 0.11
H 2.26 -0.42 -1.49 0.11
H 3.19 -0.04 -3.02 0.12
H 3.90 -0.95 -1.59 0.11
H 0.95 -2.83 -3.96 0.09
H 1.42 -1.20 -4.27 0.11
H 0.28 -1.72 -2.93 0.11
H 1.78 -2.73 -0.54 0.14
H 3.35 -3.20 -1.05 0.14
H 0.61 -4.33 -2.23 0.13
H 1.49 -4.90 -0.89 0.13
H 2.18 -6.07 -2.51 0.10
C 4.70 6.95 0.09 -0.10
C 5.58 6.27 1.15 -0.27
C 4.79 5.96 2.43 -0.21
C 5.75 5.17 3.39 -0.26
P 6.81 6.15 4.51 1.08
C 7.83 5.07 5.57 -0.26
C 8.81 4.34 4.72 -0.30
C 9.80 3.40 5.39 -0.23
C 10.62 2.48 4.40 -0.08
C 7.99 7.15 3.49 -0.27
C 9.15 7.94 4.07 -0.26
C 8.83 9.06 5.00 -0.30
C 10.00 9.94 5.17 -0.10
C 5.64 7.26 5.53 -0.21
C 4.66 6.44 6.51 -0.23
C 3.44 7.32 6.80 -0.27
C 2.44 6.53 7.69 -0.10
H 3.80 6.41 -0.18 0.07
H 5.37 7.04 -0.77 0.07
H 4.39 7.99 0.19 0.07
H 6.48 6.85 1.36 0.08
H 6.13 5.47 0.66 0.12
H 4.01 5.27 2.10 0.11
H 4.23 6.77 2.92 0.11
H 6.37 4.55 2.74 0.09
H 5.17 4.41 3.91 0.10
H 7.19 4.27 5.94 0.11
H 8.28 5.64 6.39 0.11
H 9.48 4.96 4.13 0.10
H 8.14 3.83 4.03 0.11
H 9.35 2.66 6.05 0.11
H 10.51 4.00 5.95 0.11
H 10.71 3.06 3.49 0.06
H 10.14 1.52 4.20 0.07
H 11.58 2.11 4.75 0.07
H 7.44 7.92 2.94 0.10
H 8.30 6.43 2.73 0.09
H 9.75 8.27 3.23 0.13
H 9.77 7.26 4.66 0.11
H 8.39 8.64 5.90 0.10
H 8.08 9.69 4.52 0.12
H 10.52 10.05 4.22 0.09
H 10.67 9.74 6.01 0.09
H 9.63 10.93 5.43 0.08
H 5.08 7.86 4.82 0.08
H 6.23 7.98 6.09 0.08
H 5.03 6.03 7.45 0.12
H 4.19 5.58 6.02 0.10
H 2.99 7.64 5.86 0.11
H 3.78 8.22 7.32 0.11
H 1.63 7.25 7.82 0.07
H 2.73 6.15 8.67 0.08
H 2.03 5.70 7.12 0.07
C -12.24 3.00 -5.42 -0.10
C -10.71 2.92 -5.49 -0.24
C -10.05 3.85 -4.43 -0.21
C -10.17 3.25 -2.95 -0.27
P -9.11 4.08 -1.79 1.06
C -8.97 3.09 -0.13 -0.21
C -10.04 3.40 0.93 -0.28
C -11.53 3.06 0.67 -0.27
C -12.44 3.22 1.88 -0.08
C -9.38 5.91 -1.40 -0.24
C -9.31 6.91 -2.53 -0.25
C -9.77 8.30 -2.13 -0.29
C -8.75 9.14 -1.50 -0.12
C -7.45 4.08 -2.50 -0.29
C -6.19 4.63 -1.72 -0.20
C -4.85 4.71 -2.52 -0.26
C -4.23 3.34 -2.77 -0.10
H -12.47 2.90 -4.36 0.06
H -12.83 2.30 -6.01 0.08
H -12.55 4.01 -5.71 0.08
H -10.44 3.18 -6.51 0.11
H -10.35 1.92 -5.25 0.11
H -10.48 4.84 -4.42 0.09
H -9.00 4.00 -4.70 0.09
H -10.03 2.17 -2.96 0.11
H -11.18 3.29 -2.56 0.08
H -8.02 3.31 0.35 0.09
H -9.00 2.01 -0.26 0.10
H -9.92 4.42 1.29 0.11
H -9.77 2.74 1.75 0.11
H -11.53 2.08 0.20 0.11
H -11.73 3.74 -0.16 0.08
H -13.19 3.98 1.65 0.08
H -11.80 3.46 2.73 0.08
H -12.97 2.28 2.02 0.08
H -8.69 6.18 -0.60 0.10
H -10.37 5.87 -0.93 0.09
H -9.96 6.57 -3.34 0.10
H -8.31 6.89 -2.97 0.11
H -10.62 8.13 -1.48 0.11
H -10.26 8.86 -2.93 0.12
H -7.87 9.21 -2.13 0.08
H -8.44 8.90 -0.48 0.08
H -9.20 10.13 -1.39 0.09
H -7.56 4.74 -3.37 0.07
H -7.31 3.11 -2.97 0.10
H -5.98 4.04 -0.82 0.10
H -6.51 5.66 -1.58 0.09
H -4.15 5.33 -1.96 0.11
H -4.95 5.29 -3.44 0.10
H -4.05 2.87 -1.80 0.08
H -3.28 3.53 -3.27 0.07
H -4.82 2.64 -3.36 0.07
C -1.96 2.73 4.65 -0.10
C -1.71 1.28 4.18 -0.23
C -1.59 0.24 5.34 -0.26
C -2.84 0.20 6.19 -0.24
P -2.77 -1.36 7.21 1.07
C -2.31 -2.82 6.17 -0.25
C -2.13 -4.23 6.85 -0.21
C -0.65 -4.74 6.75 -0.25
C -0.56 -6.18 7.28 -0.11
C -1.40 -1.11 8.43 -0.25
C -1.69 0.09 9.34 -0.25
C -0.61 0.43 10.43 -0.23
C 0.76 0.47 9.83 -0.12
C -4.37 -1.62 8.04 -0.26
C -5.59 -1.59 7.09 -0.25
C -6.82 -2.30 7.66 -0.29
C -8.09 -2.37 6.87 -0.11
H -1.98 3.33 3.74 0.07
H -1.28 3.19 5.37 0.08
H -2.97 2.93 5.00 0.07
H -0.87 1.07 3.51 0.11
H -2.48 0.90 3.50 0.11
H -0.69 0.49 5.90 0.11
H -1.34 -0.73 4.92 0.09
H -3.76 0.19 5.60 0.10
H -2.93 1.07 6.84 0.09
H -1.35 -2.64 5.69 0.08
H -2.99 -3.02 5.34 0.10
H -2.79 -4.89 6.28 0.11
H -2.39 -4.26 7.91 0.10
H -0.02 -4.03 7.28 0.11
H -0.24 -4.78 5.74 0.11
H -1.23 -6.97 6.94 0.08
H -0.96 -6.21 8.29 0.06
H 0.49 -6.44 7.39 0.08
H -0.60 -0.82 7.74 0.08
H -1.00 -1.93 9.02 0.12
H -2.47 -0.32 9.97 0.09
H -2.21 0.92 8.86 0.10
H -0.67 -0.32 11.21 0.11
H -1.06 1.30 10.91 0.11
H 0.86 1.13 8.97 0.08
H 1.24 -0.49 9.65 0.09
H 1.49 1.01 10.44 0.07
H -4.38 -0.81 8.77 0.09
H -4.51 -2.57 8.54 0.10
H -5.33 -2.06 6.14 0.11
H -5.88 -0.55 6.95 0.11
H -7.20 -1.93 8.62 0.12
H -6.45 -3.30 7.88 0.11
H -8.80 -3.06 7.33 0.09
H -7.86 -2.85 5.92 0.08
H -8.44 -1.35 6.74 0.08
P -5.52 -2.85 -1.64 0.17
F -6.33 -4.12 -2.23 -0.18
F -4.41 -2.99 -2.84 -0.21
F -6.52 -1.99 -2.68 -0.24
F -4.77 -1.48 -1.11 -0.21
F -6.71 -2.59 -0.61 -0.16
F -4.53 -3.76 -0.77 -0.16
P 2.85 -11.97 -0.28 0.25
F 1.87 -11.54 0.98 -0.20
F 1.82 -11.04 -1.20 -0.24
F 3.67 -10.61 0.07 -0.22
F 3.83 -12.16 -1.61 -0.22
F 3.87 -12.77 0.71 -0.17
F 1.92 -13.30 -0.62 -0.19
P 3.06 3.40 -8.90 0.15
F 4.44 3.10 -9.68 -0.17
F 2.20 3.38 -10.30 -0.20
F 2.83 1.79 -8.69 -0.20
F 1.76 3.85 -8.09 -0.18
F 3.88 3.34 -7.46 -0.22
F 3.36 4.96 -9.10 -0.17
P 5.01 -1.53 5.16 0.20
F 3.77 -1.95 4.19 -0.18
F 6.06 -2.80 4.72 -0.24
F 5.71 -0.70 3.92 -0.21
F 6.16 -1.12 6.25 -0.21
F 4.21 -0.22 5.63 -0.18
F 4.49 -2.31 6.46 -0.17
```